Density functional theory data (ωB97M-V/def2-TZVPD) for 2 unconnected molecules or ions with the total composition C4H13N2O.

Positions of all 20 atoms, in Å:
H 1.74203 0.89112 -1.23438
H -4.42172 -1.60493 -0.66333
H 2.21055 -1.82092 1.42076
N -0.13743 0.44981 -0.25285
C 1.35474 0.18230 -0.41660
N -2.29186 1.27869 -0.90819
H -2.98827 1.51166 -1.61629
H -4.40535 -0.66744 0.52458
H 1.39120 0.34820 1.81386
H 3.61092 -1.03471 2.04684
H 3.64666 -1.57378 0.36693
C -0.88473 1.29016 -0.97551
C 2.06303 0.29118 0.87664
C 2.97482 -1.03882 1.11734
H 1.20714 -0.86537 -0.93258
H -2.70445 0.65684 -0.24112
H -0.70109 -0.23945 0.35826
H 2.65141 1.05113 0.81840
O -3.91241 -0.81948 -0.26350
H -0.40518 1.71384 -1.83928

Output
Electronic energy   -9382.501 eV
LUMO level (spin up / spin down)   0.6 / 0.6 eV
Spin multiplicity   2
Energy relative to the best compared isomer or geometry (same formula, charge and spin)   50.5 kcal per mole
Expectation value of S²   0.754
Kohn-Sham gap (spin up / spin down)   4.48 / 8.69 eV

Density functional theory data (ωB97M-V/def2-TZVPD) for 7 unconnected molecules or ions with the total composition C23H32BN2O21.

Positions of all 79 atoms, in Å:
H 4.00187 2.47703 -8.24768
O 2.06112 5.77797 -8.60249
C 4.07248 1.09218 2.70576
H -4.71621 -4.27691 5.89290
H 0.48008 3.70254 -7.62820
H 3.00127 0.18186 5.10465
C -3.25323 -1.26788 0.62356
O 0.85076 -0.58045 5.85211
C 0.06929 -1.67377 -0.34175
H 3.02315 0.62431 -2.05706
C -5.06504 -3.65025 6.71891
O 4.17251 1.45929 4.00687
O -4.47842 -0.88182 1.06349
C 0.56021 -1.74209 -1.79894
H -0.54132 -2.11513 7.72967
H 4.86907 4.61878 -6.24527
H 0.56745 -1.30920 -5.17972
N 1.58680 -0.98740 -2.42863
O -2.30811 -2.16477 8.02531
H -1.60837 5.05181 -6.46853
O -0.29747 2.00972 -3.82245
O 1.21243 -2.59301 6.78043
C 3.79407 3.12621 -7.39234
H 5.76939 3.97727 -7.63792
C -4.92488 -4.32440 8.04955
H -5.92356 0.27380 0.11651
H -4.55076 -0.45473 -1.70676
C 1.87932 0.27428 -0.09375
H -0.36427 -3.54759 -2.03700
O -2.57355 -2.10605 1.16040
H 3.74300 2.51647 -6.48900
O 0.22542 2.46284 -5.98154
O 2.95687 -1.19056 6.43065
H 5.51981 -0.99684 3.85478
O 4.20315 5.26913 -8.07695
H 2.39955 1.07943 0.52461
C 4.44274 -0.80623 3.83679
H -5.03332 -5.40772 7.98206
H -5.63315 -3.94203 8.78994
O -3.60698 -3.97111 8.44931
C -0.37678 2.72085 -4.79276
H -1.22415 -0.67104 5.95102
C 4.77882 4.24973 -7.27113
O 2.56375 3.80233 -7.61708
H -1.11256 2.93357 -7.46968
C -0.28877 3.39971 -6.92133
C 1.78145 -1.43427 6.36182
C -3.28332 -2.82640 7.79316
H -0.45363 -1.68826 4.71207
H -0.70670 -3.32285 6.44535
C -0.20021 -2.40345 6.74179
H 0.49262 -0.47416 1.67249
H -4.59050 1.16315 0.88628
H -6.08972 -3.33568 6.51643
O -2.89300 -0.58609 -0.49895
H 0.04988 5.25805 -5.86279
H 3.91471 -1.74289 4.01864
C -4.85078 0.26843 0.31357
C -4.03974 0.13191 -0.93814
O -0.26667 -1.78056 -5.43912
B -1.18366 -1.47959 -4.34631
N -0.13758 -2.75549 -2.68276
C -0.36583 -1.30845 5.73511
O -1.33699 -2.30719 -3.16108
C 4.03440 0.27377 4.78879
C 2.86801 5.02200 -8.14293
O 4.09331 -0.26243 2.56869
C 2.19595 -0.02124 -1.58050
O -1.07900 3.88088 -4.83339
C 0.76353 -0.60721 0.57324
H 4.67237 0.31497 5.67096
O 3.97727 1.86382 1.78704
H -1.38285 0.42204 -4.01725
H -0.75582 -2.37436 0.04245
O -1.94282 -0.25658 -4.48631
H -3.75615 1.09719 -1.35968
C -0.74425 4.53085 -6.05467
O -4.20372 -2.52562 6.83834
H 0.49597 -3.15438 -3.40369

Output
Electronic energy   -71015.957 eV
Charge   +1
LUMO level   -3.2 eV
Spin multiplicity   1
Kohn-Sham gap   8.98 eV

Density functional theory data (ωB97M-V/def2-TZVPD) for 5 unconnected molecules or ions with the total composition H10O5.

Positions of all 15 atoms, in Å:
H 0.29100 -0.65079 -1.58788
O 0.62233 1.72032 -0.32472
O -0.37548 -0.71549 -0.92693
H -2.00171 -0.84593 1.81566
H -3.26440 -0.91371 2.69020
H 0.39082 0.22276 2.29453
H 1.78154 0.83636 -2.22784
O 1.80771 -0.10968 -2.41184
H -0.01317 -0.80207 -0.07173
H -0.20832 1.36661 -0.70736
H 0.82145 2.40511 -0.99118
O 0.34060 -0.54572 1.76107
H 1.68255 -0.21971 -3.33706
O -2.90280 -0.65026 1.87941
H 1.02788 -1.09779 2.14567

Output
Electronic energy   -10399.604 eV
SMILES   O.O.O.O.O
LUMO level   0.4 eV
Spin multiplicity   1
Energy relative to the best compared isomer or geometry (same formula, charge and spin)   28.7 kcal per mole
Kohn-Sham gap   10.80 eV

Density functional theory data (ωB97M-V/def2-TZVPD) for a single C3HCl2F2N molecule.

Positions of all 9 atoms, in Å:
H 0.13582 0.68422 0.29280
C -1.83003 -1.27307 -1.03273
C 0.56491 -0.17297 -0.45283
F -0.40367 -1.87991 0.83018
Cl 0.88572 0.41231 -2.14729
F 0.22212 -2.42402 -1.22885
Cl 2.19919 -0.50878 0.36039
C -0.26421 -1.41719 -0.47567
N -2.90051 -1.03933 -1.29307

Output
Electronic energy   -35095.393 eV
SMILES   N#CC(F)(F)C(Cl)Cl
LUMO level   0.0 eV
Spin multiplicity   1
Energy relative to the best compared isomer or geometry (same formula, charge and spin)   0.0 kcal per mole
Kohn-Sham gap   11.80 eV

Density functional theory data (ωB97M-V/def2-TZVPD) for a molecular structure, C2H3N2O2S.

Positions of all 10 atoms, in Å:
H -0.37342 1.65791 0.78631
O 3.09272 -1.13198 0.11031
C -0.00813 0.94251 0.06555
C -0.51129 -0.58648 0.17239
S 1.81902 0.99745 0.05599
H -0.46892 1.28554 -0.93506
N 0.43451 -1.43596 -0.07966
N 2.10440 -0.51528 0.00813
H 0.39398 -2.48466 -0.04206
O -1.62530 -0.98591 0.35556

Output
Electronic energy   -20019.769 eV
Charge   +1
LUMO level   -7.3 eV
Spin multiplicity   1
Energy relative to the best compared isomer or geometry (same formula, charge and spin)   49.3 kcal per mole
Kohn-Sham gap   7.96 eV

Density functional theory data (ωB97M-V/def2-TZVPD) for a molecular structure, C31H88N2O24Sr2.

Positions of all 147 atoms, in Å:
H 7.13057 2.98041 0.47351
H 1.90454 2.72968 -4.22109
H -3.63713 -2.92806 -0.64786
H 0.57386 -2.65389 5.61984
H -4.16418 -4.51220 -1.82468
H 3.34149 -3.86114 3.62827
O 0.10465 3.55874 0.03032
O -4.22001 4.77710 0.28863
H 5.73405 3.16250 1.50560
H -3.49388 -4.59014 2.35935
C -0.69288 -1.03677 -2.75946
O 4.25087 0.95976 3.10824
H -2.51526 -2.41800 0.68048
H 3.37589 1.59120 6.46668
C -1.55458 -4.15209 -5.00739
H -0.60263 -4.52329 -5.38698
O 0.57705 5.19302 4.28756
O 2.80421 5.28374 1.51237
C -2.32127 -6.47257 2.05753
H 0.29107 -1.33750 -6.78584
C 2.35399 6.58655 5.22766
C 0.51811 2.68513 0.81293
C -2.63770 -4.98040 1.80914
H 3.30807 -0.41137 2.02387
H -2.28853 -4.76374 -5.53207
O 2.45210 1.48248 6.24080
H 1.79010 1.19567 -0.03021
H -1.14016 -7.28060 -0.57393
C 1.91533 7.78734 -0.91583
C -3.22515 -6.94838 -0.35876
H -3.64519 2.28029 2.55279
H -0.90545 0.01437 -2.95438
C 2.48120 -3.45887 1.91711
H 1.59477 -3.07093 2.41893
H -2.79751 -0.14489 4.61688
H -4.10917 -7.46293 1.64497
O 0.73246 2.86464 1.99742
C -2.32229 -2.49801 -6.70519
C -0.95195 -4.48328 -0.19304
C -3.21798 -3.17303 0.32805
H 1.54854 8.24439 -1.83488
H 3.17208 6.86958 4.56528
H -2.63615 2.86829 1.20109
N -0.36469 -2.03011 -5.16342
H 1.90800 8.37146 0.00442
C 4.24358 0.14139 1.93803
C 0.87809 -3.10666 -3.24144
O 2.47748 4.28484 4.75379
H 4.34070 0.72393 1.02189
C -0.06905 -2.28235 4.82190
H 1.77113 -3.40450 -3.79087
H 4.26643 3.74666 4.36632
H 5.09653 2.56186 3.92009
H -2.12316 -8.57162 -1.47939
H -2.14245 1.42537 2.31275
H -4.21536 -3.03949 0.74698
H 0.89769 0.06976 -4.82913
O 1.89722 2.69597 -5.17766
H -4.48615 -8.76641 -0.53494
H -4.01751 4.82387 1.22300
H -0.01483 1.11871 -0.45289
H 1.61055 7.37843 5.13644
H -2.43192 -6.90818 3.05055
O 3.62274 -3.46986 2.79797
O 5.78258 4.41354 -0.00522
H -3.31788 -2.93351 -6.79036
H -0.33174 -5.24958 0.27196
O -0.09872 5.94898 -3.03458
H 3.60806 4.25151 -2.69384
C -2.08786 -1.73363 -2.81628
H 0.21758 -3.96745 -3.34581
H -0.26763 -1.17694 -1.76567
H -1.81768 -7.01984 -2.11470
C 1.78649 5.30065 4.61952
H 2.11574 0.86947 6.89450
H -0.42857 -3.53723 -0.05463
H 5.08384 -0.53460 2.09647
H 1.18701 3.25875 -1.72430
H -0.70377 5.21552 -3.14491
H 0.03889 -2.76479 3.85045
H -5.40973 -7.28414 -0.14971
H 2.16375 -1.15000 -4.70542
H -1.28042 -6.78219 1.96339
H 1.26846 -3.09047 -2.22387
H -3.47537 -2.58507 -4.02971
O -3.60688 -0.24149 4.11507
H 1.63373 -0.10745 -3.23654
H 1.58962 1.81341 -5.38435
H -2.59736 7.16425 0.56667
O -2.37062 4.17071 -2.46880
C -2.50184 -4.56380 0.28715
H 2.57032 6.56152 6.29567
H 3.19463 4.41021 1.53958
O -0.57572 0.06797 5.11819
C -2.62983 -1.93645 -4.25870
C -2.22247 3.53112 3.20673
O -1.72988 6.79929 0.39203
O 1.85066 3.24234 -2.41776
H 2.95861 7.52223 -1.08727
H -4.01303 5.64977 -0.04576
H 3.96339 0.41097 3.84158
H -0.21984 6.48044 -3.82142
H -1.08658 -2.37462 5.20165
H -1.50117 7.12929 -0.47689
H -2.04529 3.27926 -2.34340
O 0.45395 -2.16399 -6.32542
C -2.01583 -7.53118 -1.17269
H -1.86426 -4.52412 2.42695
C -3.14895 -7.34355 1.14315
C -1.69972 -2.66670 -5.32161
H 0.95972 6.08072 -1.41860
C 6.04564 3.08497 0.46396
O 5.17143 3.45378 4.25937
H -2.83036 -1.21671 -2.20834
O -3.47665 -5.17527 -1.92088
C 1.37562 -0.63877 -4.15261
H -4.60585 -7.63449 -1.77480
H 2.33050 -4.50607 1.65484
C -2.62641 2.39326 2.18209
H -2.76048 -8.36123 1.18196
H -1.85167 -2.93352 -7.58663
H 3.50241 3.46714 -1.15855
C 0.75555 1.21121 0.31266
C 2.90505 3.99656 -1.90083
H 0.59787 0.50122 1.12454
H -2.24606 -1.41730 -6.82495
C 0.28819 -1.72710 -3.84709
H -1.93211 -2.69797 -2.33265
O -1.86535 3.18322 4.31543
H -1.82257 -4.50303 -4.01083
H -2.72778 4.41804 -1.61587
C 0.25506 -0.77854 4.69313
H 5.91784 4.36268 -0.95429
C -4.55249 -7.68917 -0.68748
H -0.99502 -4.63185 -1.27200
O 1.23840 -0.37033 4.12614
H -3.32363 -0.57955 3.26553
Sr 0.70611 2.26128 4.64197
H 3.54582 5.87402 1.37896
O -2.09548 4.74579 2.78607
H 5.41092 2.39968 -0.09785
N -3.28376 -5.53563 -0.60556
O 1.14558 6.65685 -0.67353
H 2.65263 4.77145 -1.17700
H -3.22032 -1.13035 -4.69415
H 2.74792 -2.90056 1.01976
Sr 0.22403 5.62129 1.56894

Output
Electronic energy   -87368.534 eV
LUMO level   -0.5 eV
Spin multiplicity   1
Kohn-Sham gap   7.35 eV

So what do the calculations give for maximum force? Going down the list: 7.03; 4.74; 2.97; 6.22; 6.75; 4.44 eV/A.